1.
The following is a DFT calculation (ωB97M-V/def2-TZVPD) of a gas-phase ion, C2H7N4S2 (charge +1) at a distorted geometry.

```
15
C2H7N4S2, DFT ωB97M-V/def2-TZVPD
C -1.853 -0.178 -0.282
C 0.538 -1.772 -0.789
N -1.109 0.701 0.364
N 0.352 0.933 -0.064
N 0.950 2.154 0.077
N 1.097 -1.747 0.406
S -3.494 -0.138 -0.218
S -1.115 -1.813 -0.966
H 1.079 -2.220 -1.605
H -1.650 1.594 0.537
H 0.426 2.690 -0.546
H 1.092 2.506 0.994
H 0.655 -1.153 1.034
H 0.892 0.194 0.562
H 2.141 -1.752 0.497
```

Calculated values
Highest occupied orbital energy in eV: -12.6529
Energy relative to the best compared isomer or geometry (same formula, charge and spin) in kcal per mole: 70.4
Charge: +1

The Löwdin scheme yields these atomic charges, measured in e: -1.071 -0.438 -0.063 -0.126 0.047 0.112 0.711 1.035 0.106 0.155 0.079 0.093 0.069 0.109 0.183


2.
The following is a DFT calculation (ωB97M-V/def2-TZVPD) of a gas-phase ion, C5H9N2O2 (charge +1) at a distorted geometry.

```
18
C5H9N2O2, DFT ωB97M-V/def2-TZVPD
C -3.196 0.363 0.282
C -0.427 0.983 -0.157
C -0.862 -0.377 0.150
C 1.070 1.189 -0.329
C 0.092 -1.466 0.344
N -2.148 -0.646 0.227
N -4.235 -0.052 -0.488
O -3.009 1.487 0.645
O -5.296 -0.531 -0.306
H -0.792 1.642 0.643
H -0.958 1.343 -1.046
H 1.611 1.003 0.597
H 1.255 2.220 -0.614
H 1.478 0.549 -1.107
H 0.896 -1.145 1.008
H 0.578 -1.693 -0.611
H -0.364 -2.376 0.726
H -2.441 -1.610 0.375
```

Calculated values
Highest occupied orbital energy (alpha / beta) in eV: -14.1675 / -14.1672
Energy relative to the best compared isomer or geometry (same formula, charge and spin) in kcal per mole: 121.0
Charge: +1

The Löwdin scheme yields these atomic charges, measured in e: -0.433 -0.160 -0.183 -0.065 0.036 0.211 0.091 0.182 0.198 0.148 0.158 0.088 0.094 0.087 0.120 0.133 0.107 0.185


3.
The following is a DFT calculation (ωB97M-V/def2-TZVPD) of a molecular structure, C25H27Cl2NO3PtS2 at a distorted geometry.

```
61
C25H27Cl2NO3PtS2, DFT ωB97M-V/def2-TZVPD
Pt -0.234 -1.897 -0.096
Cl -2.625 -1.061 0.850
C -3.264 -2.496 1.593
C -4.371 -2.350 2.408
C -4.918 -3.461 3.022
C -4.354 -4.707 2.805
C -3.259 -4.840 1.970
Cl -2.618 -6.418 1.701
C -2.662 -3.732 1.337
S -1.283 -3.989 0.302
H -4.799 -1.366 2.550
H -5.781 -3.359 3.666
H -4.759 -5.588 3.284
C 3.883 3.161 -1.927
C 3.476 1.755 -1.559
C 2.445 1.524 -0.700
C 2.004 0.173 -0.282
C 2.768 -0.911 -0.939
C 3.806 -0.659 -1.780
C 4.169 0.654 -2.095
S 2.363 -2.610 -0.558
O 1.861 -2.566 0.824
O 3.564 -3.366 -0.753
O 1.266 -2.929 -1.501
H 4.535 3.573 -1.155
H 3.015 3.813 -2.013
H 4.427 3.176 -2.870
H 1.880 2.354 -0.289
H 2.280 0.094 0.800
H 4.351 -1.503 -2.186
H 4.995 0.827 -2.773
C 0.312 0.773 -3.350
C -1.044 1.039 -2.700
C -1.951 -0.197 -2.792
C -1.022 1.615 -1.285
C -1.817 2.739 -1.101
C -1.926 3.360 0.131
C -1.242 2.832 1.202
C -0.429 1.704 1.090
C 0.219 1.295 2.416
C 0.646 -0.156 2.653
C 1.394 2.237 2.727
C -0.294 1.082 -0.176
N 0.563 -0.013 -0.384
H 0.159 0.476 -4.390
H 0.838 -0.036 -2.848
H 0.936 1.670 -3.347
H -1.528 1.810 -3.306
H -1.505 -1.049 -2.274
H -2.099 -0.485 -3.834
H -2.922 0.012 -2.342
H -2.360 3.140 -1.950
H -2.543 4.242 0.247
H -1.347 3.298 2.177
H -0.556 1.503 3.158
H 1.689 -0.339 2.387
H 0.033 -0.875 2.117
H 0.553 -0.385 3.716
H 2.166 2.165 1.955
H 1.847 1.974 3.684
H 1.065 3.275 2.781
```

Calculated values
Highest occupied orbital energy (alpha / beta) in eV: -7.2070 / -7.1510
Energy relative to the best compared isomer or geometry (same formula, charge and spin) in kcal per mole: 95.8
Charge: 0

The Löwdin scheme yields these atomic charges, measured in e: 0.727 0.788 -0.637 -0.122 -0.092 -0.116 -0.696 0.674 -0.704 0.574 0.103 0.104 0.104 -0.029 -0.238 0.091 -0.316 -0.135 -0.011 0.078 0.442 -0.370 -0.272 -0.380 0.091 0.087 0.082 0.136 0.168 0.129 0.133 -0.052 -0.364 -0.061 -0.129 -0.043 -0.073 -0.056 -0.152 -0.350 -0.069 -0.056 -0.254 -0.146 0.084 0.064 0.076 0.120 0.043 0.082 0.078 0.112 0.104 0.115 0.129 0.063 0.024 0.093 0.062 0.085 0.078


Question: Which value of charge does entry 3 give?
Answer: 0


Question: What is the formula in the second record?
Answer: C5H9N2O2